# 1
Molecular formula: C25H27BHfN4O
Method: DFT, ωB97M-V/def2-TZVPD

Last column: Mulliken charge in e.
Element x y z (Å)
Hf -0.51946 0.55298 -1.84975  1.432
B -2.62249 2.58504 -3.32154  0.185
N -1.39858 2.85647 -2.34684  0.285
C -1.42928 3.65093 -1.25298  -0.242
C -0.14383 3.92435 -0.84869  -0.678
C 0.65867 3.22806 -1.75599  -0.119
N -0.08151 2.61557 -2.69332  -0.714
N -2.65851 1.05107 -3.67196  0.249
C -3.12999 0.50007 -4.79380  -0.257
C -3.32296 -0.85745 -4.59288  -0.820
C -2.92489 -1.07073 -3.27934  -0.282
N -2.54061 0.07829 -2.71731  -0.517
H -2.49178 3.18385 -4.35088  -0.118
H -3.59758 2.88307 -2.68671  -0.128
H -2.37748 3.95882 -0.84457  0.463
H 0.16969 4.49265 0.00824  0.456
H 1.73362 3.14100 -1.78440  0.462
H -3.31974 1.11874 -5.65507  0.455
H -3.68960 -1.58178 -5.29728  0.419
H -2.87325 -1.98644 -2.71204  0.508
C 2.84757 -1.46129 -2.24027  -1.588
C 1.44483 -1.85510 -2.68313  1.914
C 1.45917 -2.47009 -4.07580  -1.773
C 0.80688 -2.79903 -1.67343  -1.460
O 0.65935 -0.66315 -2.75109  -0.682
H 3.49326 -2.33886 -2.17741  0.421
H 2.80785 -0.99091 -1.25611  0.261
H 3.28537 -0.75739 -2.94900  0.379
H 2.05456 -3.38485 -4.08506  0.406
H 1.88528 -1.77053 -4.79531  0.389
H 0.44404 -2.71566 -4.39093  0.362
H 0.76008 -2.33746 -0.68518  0.256
H 1.37995 -3.72523 -1.59638  0.468
H -0.20698 -3.06087 -1.98638  0.274
C -0.27660 0.35317 0.14125  -0.577
C -0.00492 0.17996 1.36548  0.179
C 0.28517 -0.00139 2.66033  -0.155
C -0.21402 0.97098 3.65278  0.330
C -1.39061 1.68940 3.41282  -0.641
C -1.84529 2.63750 4.31468  -0.562
C -1.14183 2.88845 5.48513  -0.466
C 0.02513 2.18134 5.73726  -0.657
C 0.48597 1.23632 4.83372  -0.180
C 1.10288 -1.16919 3.04427  0.128
C 2.05649 -1.68664 2.16107  -0.498
C 2.79254 -2.81569 2.48239  -0.635
C 2.60249 -3.45174 3.70157  -0.451
C 1.66256 -2.94708 4.58923  -0.699
C 0.91901 -1.82299 4.26561  -0.100
H -1.95036 1.48804 2.50745  0.434
H -2.76278 3.17522 4.10815  0.384
H -1.50104 3.62389 6.19344  0.374
H 0.58823 2.37040 6.64295  0.385
H 1.40646 0.70493 5.03847  0.511
H 2.21652 -1.18412 1.21443  0.542
H 3.52653 -3.19393 1.78112  0.391
H 3.18104 -4.32991 3.95777  0.373
H 1.49826 -3.43840 5.54032  0.386
H 0.17656 -1.45265 4.96090  0.540

Energy above the lowest of the compared OMol25 structures with the same formula, charge and spin, eV: 0.0000
E, eV: -36354.5077

---

# 2
Molecular formula: CH18NO6
Method: DFT, ωB97M-V/def2-TZVPD

Last column: Mulliken charge in e.
Element x y z (Å)
C 0.49202 -1.50629 -1.79608  -0.761
N -0.32781 -1.36287 -0.48492  -0.022
H -0.22763 -1.49416 -2.67486  0.320
H 1.21349 -0.66042 -1.98476  0.246
H 1.09769 -2.43978 -1.62615  0.312
H 0.07422 -0.67503 0.22337  0.152
H -0.29966 -2.29213 -0.05730  0.427
H -1.11800 -0.90428 -0.66813  0.434
H 1.17296 -0.37888 2.33625  0.387
H 1.27114 0.92578 1.71731  0.311
O 1.21168 -0.00810 1.38422  -0.782
H -2.62782 -2.73616 0.85189  0.300
H -2.03955 -4.14196 0.33620  0.292
O -1.92732 -3.21953 0.38768  -0.608
H -2.89028 1.11433 -1.29610  0.346
H -2.14339 0.34430 -2.34898  0.341
O -2.36896 0.25816 -1.32907  -0.719
H 1.71371 2.31185 -0.74657  0.292
H 0.42254 1.41847 -0.69949  0.326
O 1.15357 1.61370 -1.19008  -0.586
H 0.90659 3.94951 -1.49734  0.318
H 0.37771 4.69808 -0.27213  0.321
O 0.09418 4.15279 -0.99995  -0.624
H 1.20562 0.67247 4.67658  0.297
H 2.09655 -0.09733 3.96654  0.253
O 1.46672 0.45747 3.79188  -0.572

Charge: +1
Energy above the lowest of the compared OMol25 structures with the same formula, charge and spin, eV: 2.4053
E, eV: -15096.7579

---

# 3
Molecular formula: C3H11NO2S
Method: DFT, ωB97M-V/def2-TZVPD

Last column: Mulliken charge in e.
Element x y z (Å)
C -0.73426 0.59509 0.00101  -0.395
C -0.07416 -0.61866 0.72083  -0.622
S -0.78343 -2.03859 -0.22736  -0.256
N 0.00150 1.81979 0.31642  -0.022
C 0.27089 2.82665 -0.70004  -0.301
O -0.40899 4.01510 -0.33077  -0.456
H -1.77138 0.73690 0.33391  0.264
H -0.61980 0.51013 -1.06657  0.404
H 1.01746 -0.59535 0.80046  0.441
H -0.32394 -0.54359 1.78067  0.387
H 0.00779 -2.45795 -1.25349  0.208
H 0.41880 2.11348 1.20010  0.318
H -0.23704 2.56419 -1.62447  0.326
H 1.35899 2.88962 -0.75687  0.369
H -1.34729 3.83817 -0.19126  0.325
H 2.62380 -3.56371 -0.07060  0.308
H 1.22384 -3.65965 0.88466  0.303
O 2.11289 -3.94404 0.61604  -0.603

Charge: +1
Multiplicity: 2
Energy above the lowest of the compared OMol25 structures with the same formula, charge and spin, eV: 1.3851
E, eV: -19699.4121

---

- The lowest energy above the lowest of the compared OMol25 structures with the same formula, charge and spin belongs to which entry?
  C25H27BHfN4O

---

- Which value of energy above the lowest of the compared OMol25 structures with the same formula, charge and spin does entry 3 give?
  1.3851 eV